# 1
A 2-piece molecular cluster, C4H13NO overall. Source: OMol25; level of theory: ωB97M-V/def2-TZVPD.

Structure (SMILES): CCCNC.O
Orbital gap, eV: 9.82
Energy relative to the best compared isomer or geometry (same formula, charge and spin), kcal per mole: 40.7
Spin multiplicity: 1
Total charge: 0

Last column: natural (NBO) charge in e.
CARTESIAN COORDINATES (ANGSTROEM)
C  -1.088  -0.655  -0.583  -0.61
C  0.249  -0.015  -0.240  -0.42
C  0.126  1.466  0.235  -0.24
N  -1.112  1.596  1.040  -0.61
C  -1.006  1.226  2.442  -0.43
H  -1.480  -0.329  -1.575  0.21
H  -0.937  -1.727  -0.854  0.20
H  -1.799  -0.687  0.235  0.22
H  0.669  -0.347  0.722  0.20
H  0.855  -0.197  -1.111  0.21
H  1.170  1.821  0.365  0.18
H  -0.058  2.215  -0.549  0.18
H  -1.383  2.576  1.036  0.36
H  -0.407  0.328  2.609  0.19
H  -0.535  2.004  3.086  0.17
H  -1.966  0.907  2.867  0.20
O  3.281  -3.249  -3.116  -0.92
H  2.744  -3.984  -2.800  0.46
H  2.674  -2.950  -3.810  0.46

=====

# 2
A 2-piece molecular cluster, C4H13NO overall. Source: OMol25; level of theory: ωB97M-V/def2-TZVPD.

Structure (SMILES): CCN(C)C.O
Orbital gap, eV: 10.11
Energy relative to the best compared isomer or geometry (same formula, charge and spin), kcal per mole: 20.4
Spin multiplicity: 1
Total charge: 0

Last column: natural (NBO) charge in e.
CARTESIAN COORDINATES (ANGSTROEM)
C  -0.098  1.453  -1.220  -0.63
C  0.946  0.647  -0.446  -0.22
N  0.462  -0.391  0.490  -0.44
C  1.635  -0.822  1.242  -0.42
C  -0.515  0.277  1.371  -0.44
H  -0.931  0.937  -1.659  0.24
H  -0.593  2.119  -0.525  0.20
H  0.445  2.069  -1.892  0.21
H  1.608  1.345  0.083  0.16
H  1.546  0.176  -1.234  0.19
H  2.120  -0.071  1.874  0.17
H  2.357  -1.153  0.489  0.20
H  1.445  -1.702  1.850  0.20
H  -0.236  1.279  1.712  0.17
H  -1.394  0.400  0.735  0.21
H  -0.815  -0.390  2.175  0.20
O  -2.083  -1.043  -1.394  -0.95
H  -1.199  -1.331  -1.135  0.49
H  -2.686  -1.594  -0.888  0.47

=====

# 3
A 2-piece molecular cluster, C4H13NO overall. Source: OMol25; level of theory: ωB97M-V/def2-TZVPD.

Structure (SMILES): CCNCC.O
Orbital gap, eV: 8.96
Energy relative to the best compared isomer or geometry (same formula, charge and spin), kcal per mole: 50.0
Spin multiplicity: 1
Total charge: 0

Last column: natural (NBO) charge in e.
CARTESIAN COORDINATES (ANGSTROEM)
C  -2.465  1.513  -1.385  -0.63
C  -1.244  0.630  -1.250  -0.20
N  -0.766  0.908  0.120  -0.69
C  0.604  0.476  0.495  -0.18
C  1.204  1.073  1.755  -0.64
H  -3.255  1.190  -0.766  0.20
H  -2.678  1.574  -2.390  0.22
H  -2.216  2.560  -1.164  0.21
H  -1.451  -0.500  -1.368  0.17
H  -0.539  0.977  -2.043  0.17
H  -1.514  1.426  0.541  0.39
H  0.827  -0.633  0.387  0.16
H  1.287  0.751  -0.391  0.16
H  2.333  0.881  1.645  0.23
H  1.091  2.170  1.794  0.21
H  0.476  0.679  2.433  0.22
O  2.211  -4.062  0.236  -0.94
H  2.997  -3.837  0.814  0.47
H  1.717  -3.257  0.088  0.47

=====

# 4
A 2-piece molecular cluster, C4H13NO overall. Source: OMol25; level of theory: ωB97M-V/def2-TZVPD.

Structure (SMILES): CC(C)CN.O
Orbital gap, eV: 10.13
Energy relative to the best compared isomer or geometry (same formula, charge and spin), kcal per mole: 11.3
Spin multiplicity: 1
Total charge: 0

Last column: natural (NBO) charge in e.
CARTESIAN COORDINATES (ANGSTROEM)
C  1.115  -0.995  0.345  -0.63
C  0.948  0.278  -0.535  -0.22
C  0.153  -0.236  -1.773  -0.60
C  0.095  1.390  0.092  -0.21
N  0.552  1.590  1.485  -0.84
H  0.216  -1.297  0.879  0.20
H  1.879  -0.694  1.077  0.21
H  1.557  -1.823  -0.197  0.22
H  1.913  0.677  -0.837  0.21
H  -0.144  0.614  -2.388  0.20
H  0.749  -0.915  -2.382  0.21
H  -0.774  -0.742  -1.503  0.19
H  -0.950  1.040  0.049  0.14
H  0.142  2.326  -0.457  0.20
H  0.338  0.738  1.978  0.35
H  0.093  2.361  1.929  0.36
O  -2.756  -1.781  0.592  -0.93
H  -2.677  -1.543  1.528  0.47
H  -2.448  -0.988  0.119  0.47

=====

# 5
A 3-piece molecular cluster, C4H13NO2 overall. Source: OMol25; level of theory: ωB97M-V/def2-TZVPD.

Orbital gap (spin up / spin down), eV: 2.35 / 9.13
Energy relative to the best compared isomer or geometry (same formula, charge and spin), kcal per mole: 28.6
Spin multiplicity: 2
Total charge: -1
<S²>: 0.75

Last column: Mulliken spin population.
CARTESIAN COORDINATES (ANGSTROEM)
C  -0.966  -0.340  -1.044  0.43
N  0.043  0.702  -1.333  -0.10
C  -0.686  1.836  -1.972  0.22
C  -2.212  1.562  -1.873  0.11
C  -2.363  0.224  -1.158  0.08
H  -0.770  -1.038  -0.226  -0.06
H  -0.848  -1.087  -1.841  0.04
H  0.532  0.960  -0.480  -0.09
H  -0.135  1.905  -2.918  -0.12
H  -0.557  2.794  -1.456  -0.01
H  -2.710  2.450  -1.479  -0.03
H  -2.627  1.532  -2.884  0.01
H  -3.076  -0.463  -1.621  -0.02
H  -2.690  0.278  -0.106  -0.12
H  3.271  1.439  3.581  -0.31
H  4.246  0.911  4.584  -0.22
O  3.788  1.739  4.345  0.91
H  0.429  -5.125  1.148  -0.20
H  1.629  -5.025  2.342  -0.30
O  1.258  -4.786  1.490  0.78

=====

# 6
A 3-piece molecular cluster, C4H13NO2 overall. Source: OMol25; level of theory: ωB97M-V/def2-TZVPD.

Orbital gap (spin up / spin down), eV: 2.24 / 8.09
Energy relative to the best compared isomer or geometry (same formula, charge and spin), kcal per mole: 14.1
Spin multiplicity: 2
Total charge: -1
<S²>: 0.75

Last column: Mulliken spin population.
CARTESIAN COORDINATES (ANGSTROEM)
C  0.795  -1.383  0.870  0.21
N  1.452  -0.092  0.707  -0.23
C  0.529  1.055  0.731  0.55
C  -0.693  0.416  1.364  0.10
C  -0.706  -1.050  0.727  0.22
H  1.180  -2.006  0.061  -0.03
H  1.195  -1.864  1.761  0.01
H  2.103  -0.060  -0.065  0.00
H  0.940  1.934  1.219  -0.01
H  0.273  1.337  -0.306  -0.10
H  -1.664  0.898  1.245  -0.19
H  -0.500  0.275  2.429  0.03
H  -1.355  -1.744  1.265  0.03
H  -1.040  -0.967  -0.307  -0.16
H  2.521  -0.170  -3.512  -0.48
H  2.517  0.700  -2.316  -0.20
O  2.077  -0.122  -2.635  1.27
H  -2.878  1.033  -0.350  0.00
H  -3.794  0.724  -1.570  -0.08
O  -2.952  1.087  -1.318  0.05

=====

# 7
A 3-piece molecular cluster, C4H13NO2 overall. Source: OMol25; level of theory: ωB97M-V/def2-TZVPD.

Structure (SMILES): C/C=C/NC.O.O
Orbital gap, eV: 7.88
Energy relative to the best compared isomer or geometry (same formula, charge and spin), kcal per mole: 49.0
Spin multiplicity: 1
Total charge: 0

Last column: natural (NBO) charge in e.
CARTESIAN COORDINATES (ANGSTROEM)
C  -1.094  1.382  1.845  -0.64
C  -0.397  0.128  1.411  -0.34
C  0.949  -0.031  1.619  0.02
N  1.638  -1.236  1.634  -0.62
C  3.020  -1.121  2.171  -0.41
H  -0.582  2.219  1.346  0.21
H  -2.187  1.435  1.677  0.22
H  -0.948  1.388  2.928  0.21
H  -0.834  -0.496  0.599  0.21
H  1.601  0.804  1.708  0.17
H  1.042  -2.033  1.880  0.39
H  3.633  -1.996  1.911  0.21
H  3.393  -0.274  1.555  0.20
H  2.937  -0.889  3.239  0.19
O  -0.189  1.071  -3.596  -0.95
H  0.330  0.379  -3.175  0.47
H  -1.105  0.852  -3.400  0.48
O  -3.135  -0.301  -3.532  -0.96
H  -3.332  -1.028  -4.124  0.48
H  -3.888  -0.058  -2.992  0.48

=====

# 8
A 3-piece molecular cluster, C4H13NO2 overall. Source: OMol25; level of theory: ωB97M-V/def2-TZVPD.

Structure (SMILES): CC/C=C/N.O.O
Orbital gap, eV: 8.80
Energy relative to the best compared isomer or geometry (same formula, charge and spin), kcal per mole: 28.6
Spin multiplicity: 1
Total charge: 0

Last column: natural (NBO) charge in e.
CARTESIAN COORDINATES (ANGSTROEM)
C  -0.466  -1.114  -1.394  -0.60
C  0.594  -0.758  -0.335  -0.43
C  0.763  0.756  -0.408  -0.31
C  1.800  1.561  -0.167  0.00
N  1.750  2.940  -0.374  -0.83
H  -0.373  -0.542  -2.317  0.21
H  -0.492  -2.148  -1.742  0.21
H  -1.416  -0.857  -0.926  0.20
H  1.536  -1.287  -0.442  0.21
H  0.230  -0.985  0.670  0.21
H  -0.199  1.254  -0.545  0.17
H  2.723  1.260  0.311  0.19
H  2.632  3.407  -0.523  0.38
H  0.953  3.335  -0.835  0.38
O  -1.052  1.900  2.357  -0.93
H  -0.097  1.721  2.522  0.47
H  -1.155  1.447  1.496  0.47
O  -2.298  -3.853  1.137  -0.93
H  -2.181  -4.144  0.249  0.46
H  -3.253  -3.893  1.265  0.47

=====

# 9
A 2-piece molecular cluster, C4H13NO2 overall. Source: OMol25; level of theory: ωB97M-V/def2-TZVPD.

Structure (SMILES): CN(C)CCO.O
Orbital gap, eV: 9.24
Energy relative to the best compared isomer or geometry (same formula, charge and spin), kcal per mole: 78.4
Spin multiplicity: 1
Total charge: 0

Last column: natural (NBO) charge in e.
CARTESIAN COORDINATES (ANGSTROEM)
C  0.567  0.817  -1.999  -0.41
N  -0.054  0.956  -0.663  -0.50
C  -0.836  2.177  -0.522  -0.42
C  0.684  0.782  0.549  -0.24
C  0.951  -0.803  0.823  -0.04
O  0.079  -1.297  1.759  -0.70
H  1.536  0.376  -1.926  0.20
H  -0.187  0.159  -2.519  0.20
H  0.603  1.873  -2.566  0.19
H  -1.890  2.067  -0.189  0.20
H  -1.036  2.788  -1.474  0.20
H  -0.301  2.920  0.173  0.18
H  0.154  1.189  1.438  0.21
H  1.641  1.373  0.549  0.17
H  1.940  -0.969  1.346  0.17
H  0.877  -1.357  -0.014  0.13
H  -0.841  -0.889  1.635  0.46
O  -1.135  -2.433  0.222  -0.90
H  -1.407  -1.627  -0.276  0.45
H  -0.455  -2.590  -0.481  0.45

=====

# 10
A 2-piece molecular cluster, C4H13NO2 overall. Source: OMol25; level of theory: ωB97M-V/def2-TZVPD.

Structure (SMILES): C[C@@H](O)CCN.O
Orbital gap, eV: 9.46
Energy relative to the best compared isomer or geometry (same formula, charge and spin), kcal per mole: 22.4
Spin multiplicity: 1
Total charge: 0

Last column: natural (NBO) charge in e.
CARTESIAN COORDINATES (ANGSTROEM)
C  2.018  0.867  -1.565  -0.63
C  0.520  0.663  -1.348  0.10
O  -0.268  1.547  -2.148  -0.72
C  -0.007  -0.751  -1.504  -0.43
C  -1.388  -0.895  -0.876  -0.21
N  -1.521  -0.872  0.562  -0.89
H  2.255  0.784  -2.632  0.19
H  2.211  1.935  -1.433  0.22
H  2.542  0.138  -0.959  0.22
H  0.367  0.879  -0.284  0.15
H  0.244  1.742  -2.935  0.46
H  0.672  -1.489  -1.053  0.20
H  -0.056  -1.061  -2.553  0.20
H  -1.766  -1.883  -1.130  0.19
H  -2.027  -0.156  -1.393  0.18
H  -2.064  -1.638  0.899  0.38
H  -1.344  -0.038  1.081  0.38
O  -0.177  0.007  6.788  -0.94
H  -0.603  0.699  6.290  0.47
H  0.392  -0.482  6.191  0.47

=====

# 11
A 3-piece molecular cluster, C4H13NO2 overall. Source: OMol25; level of theory: ωB97M-V/def2-TZVPD.

Structure (SMILES): C/C=C(/C)N.O.O
Orbital gap, eV: 8.77
Energy relative to the best compared isomer or geometry (same formula, charge and spin), kcal per mole: 56.1
Spin multiplicity: 1
Total charge: 0

Last column: natural (NBO) charge in e.
CARTESIAN COORDINATES (ANGSTROEM)
C  -2.208  0.462  -0.812  -0.66
C  -1.193  0.893  0.133  -0.35
C  -0.291  0.139  0.779  0.20
C  0.834  0.649  1.601  -0.68
N  -0.317  -1.248  0.758  -0.84
H  -1.855  0.349  -1.903  0.23
H  -2.989  1.284  -0.761  0.23
H  -2.766  -0.428  -0.323  0.19
H  -1.529  1.797  0.748  0.21
H  0.744  0.835  2.791  0.23
H  1.836  0.132  1.427  0.23
H  0.866  1.677  1.255  0.24
H  -1.066  -1.632  0.168  0.38
H  -0.034  -1.726  1.548  0.39
O  2.191  -2.031  -0.934  -0.92
H  2.275  -1.249  -0.454  0.46
H  1.262  -2.206  -1.125  0.48
O  1.794  0.902  -1.809  -0.93
H  0.890  1.354  -1.798  0.47
H  1.556  0.047  -1.288  0.45

=====

# 12
A 2-piece molecular cluster, C4H13NO2 overall. Source: OMol25; level of theory: ωB97M-V/def2-TZVPD.

Structure (SMILES): CCCNCO.O
Orbital gap, eV: 9.49
Energy relative to the best compared isomer or geometry (same formula, charge and spin), kcal per mole: 20.1
Spin multiplicity: 1
Total charge: 0

Last column: natural (NBO) charge in e.
CARTESIAN COORDINATES (ANGSTROEM)
C  -2.264  0.485  -1.278  -0.61
C  -1.836  1.177  0.014  -0.42
C  -1.451  0.252  1.188  -0.21
N  -0.120  -0.342  1.184  -0.63
C  0.237  -1.156  0.040  0.09
O  1.260  -2.096  0.356  -0.71
H  -3.017  -0.281  -1.078  0.20
H  -2.743  1.187  -1.951  0.21
H  -1.424  0.062  -1.808  0.20
H  -0.951  1.787  -0.167  0.19
H  -2.623  1.831  0.367  0.20
H  -2.144  -0.584  1.311  0.19
H  -1.547  0.861  2.090  0.20
H  0.597  0.375  1.302  0.34
H  0.537  -0.587  -0.852  0.13
H  -0.629  -1.748  -0.267  0.17
H  2.052  -1.588  0.571  0.46
O  5.439  -0.172  -0.094  -0.94
H  5.082  -0.236  -0.990  0.47
H  5.546  0.773  0.062  0.47